(1)
14
Properties=species:S:1:pos:R:3 method="wB97M-V/def2-TZVPD" e_tot_ha=-324.66256
C -0.82 2.25 1.34
C -0.37 1.70 0.36
C 0.19 0.99 -0.79
C 1.22 -0.07 -0.35
N 0.68 -1.00 0.62
C -0.05 -2.08 0.22
O -0.18 -2.43 -0.94
H -1.23 2.75 2.19
H 0.66 1.69 -1.48
H -0.61 0.48 -1.33
H 1.53 -0.65 -1.22
H 2.10 0.41 0.08
H 0.56 -0.67 1.57
H -0.49 -2.63 1.07

---

(2)
14
Properties=species:S:1:pos:R:3 method="wB97M-V/def2-TZVPD" e_tot_ha=-324.59880
O -0.78 -3.27 -0.20
C -1.38 -2.11 -0.73
C -0.65 -0.90 -0.34
C 0.17 -0.06 -0.06
C 1.29 0.83 0.15
C 1.15 2.21 0.68
N 1.76 1.16 1.50
H 0.18 -3.15 -0.27
H -1.40 -2.15 -1.83
H -2.42 -2.11 -0.39
H 2.11 0.65 -0.55
H 0.16 2.57 0.93
H 1.84 2.97 0.33
H 1.09 0.82 2.18

---

(3)
14
Properties=species:S:1:pos:R:3 method="wB97M-V/def2-TZVPD" e_tot_ha=-324.63381
C -0.02 1.30 0.23
C 0.62 0.14 0.29
C 1.46 -0.06 1.53
C 0.88 -0.70 -0.85
N 1.10 -1.42 -1.73
H -0.25 1.81 1.16
H -0.22 1.82 -0.69
H 1.09 -0.79 2.25
H 1.57 0.91 2.01
H 2.44 -0.34 1.16
C -2.17 -0.68 -1.34
O -2.13 0.50 -1.61
H -1.68 -1.44 -1.96
H -2.69 -1.04 -0.43

---

(4)
14
Properties=species:S:1:pos:R:3 method="wB97M-V/def2-TZVPD" e_tot_ha=-324.69489
C -0.79 0.18 -1.47
C -1.03 0.84 -0.14
C -0.59 0.43 1.04
C 0.23 -0.83 1.27
N 1.60 -0.75 0.81
C 2.23 -0.21 -0.06
O 2.95 0.26 -0.86
H -1.75 -0.05 -1.96
H -0.24 0.85 -2.14
H -0.23 -0.75 -1.38
H -1.61 1.76 -0.17
H -0.81 1.02 1.93
H -0.24 -1.69 0.78
H 0.27 -1.06 2.34

---

(5)
14
Properties=species:S:1:pos:R:3 method="wB97M-V/def2-TZVPD" e_tot_ha=-324.66274
C -1.86 -0.02 2.08
C -1.58 0.01 0.91
C -1.17 0.07 -0.49
C 0.18 0.79 -0.66
N 1.25 0.13 0.05
C 1.97 -0.86 -0.54
O 1.88 -1.18 -1.71
H -2.15 -0.05 3.11
H -1.94 0.58 -1.08
H -1.07 -0.94 -0.90
H 0.46 0.81 -1.71
H 0.10 1.82 -0.30
H 1.26 0.19 1.06
H 2.67 -1.35 0.16

---

(6)
14
Properties=species:S:1:pos:R:3 method="wB97M-V/def2-TZVPD" e_tot_ha=-324.67655
C -2.21 0.28 -0.39
C -0.89 0.43 -0.30
C 0.15 -0.36 -0.95
C 1.16 -0.40 -0.05
N 2.22 -1.27 0.05
O 1.07 0.50 0.96
C -0.13 1.27 0.69
H -2.89 0.79 0.28
H -2.63 -0.43 -1.10
H 0.03 -1.00 -1.81
H 1.96 -2.20 -0.25
H 2.63 -1.28 0.97
H -0.65 1.44 1.64
H 0.17 2.23 0.26

---

(7)
14
Properties=species:S:1:pos:R:3 method="wB97M-V/def2-TZVPD" e_tot_ha=-324.58759
C -1.59 0.69 1.24
C 0.02 0.90 -0.76
C 1.19 -1.40 -1.00
C 0.87 -0.14 -0.24
O -1.51 0.53 -0.04
N 0.19 0.24 2.11
C 0.75 -0.08 1.11
H -2.21 -0.03 1.77
H -1.49 1.69 1.66
H -0.22 0.85 -1.82
H 0.17 1.91 -0.40
H 1.52 -2.19 -0.34
H 0.32 -1.77 -1.55
H 2.00 -1.22 -1.72

---

(8)
14
Properties=species:S:1:pos:R:3 method="wB97M-V/def2-TZVPD" e_tot_ha=-324.66589
H -2.79 1.65 -0.10
N -1.94 1.11 0.07
C -1.75 0.19 -0.79
C -0.53 -0.62 -0.73
C 0.49 -0.24 0.06
C 1.74 -1.04 0.31
C 0.46 1.07 0.79
O 0.71 1.18 1.97
H -2.46 -0.04 -1.59
H -0.47 -1.53 -1.32
H 1.95 -1.75 -0.49
H 1.64 -1.58 1.26
H 2.60 -0.37 0.42
H 0.35 1.96 0.13

---

Kohn-Sham gap (hartree)
0.3942; 0.3766; 0.3780; 0.3918; 0.3943; 0.3117; 0.3311; 0.3579
Highest occupied orbital energy (eV)
-9.828; -9.402; -10.017; -9.805; -9.835; -7.553; -8.345; -9.486